The following is a quantum chemistry calculation of a molecular structure, C14H23I2LaO4P2, from the OMol25 dataset.

Output
orbital gap (spin up / spin down) = 0.1123 / 0.1440 Ha
E = -2157.277315 a.u.
LUMO (spin up / spin down) = -10.48 / -9.58 eV

Structure (ORCA input):
```
! wB97M-V def2-TZVPD RIJCOSX def2/J DEFGRID3
* xyz 2 1
I -3.069 -0.014 -0.137
I 3.325 0.287 0.204
La 0.194 -0.086 -0.612
P 0.001 -2.748 -0.234
C -0.266 -3.489 1.388
C -1.350 -3.141 -1.379
H -1.091 -4.199 -1.584
H 1.428 -4.184 -1.247
H -1.306 -2.488 -2.286
H 1.800 -2.494 -1.873
H -1.194 -3.034 1.804
H -2.318 -2.973 -0.855
C 1.607 -3.131 -0.980
H -0.266 -4.569 1.160
H 2.410 -2.969 -0.233
H 0.577 -3.246 2.057
P 0.006 2.637 -0.222
C -0.204 3.367 1.416
C 1.573 3.158 -0.996
H -1.316 2.471 -2.262
H -1.104 4.166 -1.589
H -2.308 2.956 -0.848
C -1.338 3.114 -1.356
H 1.779 2.525 -1.888
H 1.391 4.213 -1.257
H -0.195 4.451 1.201
H 0.626 3.018 2.072
H 2.399 2.989 -0.274
H -1.172 3.008 1.823
C -0.438 0.142 2.096
O -0.649 0.113 3.238
O 2.190 1.418 3.153
C 1.978 0.583 4.222
C 1.763 1.127 5.509
C 1.428 0.262 6.555
C 1.295 -1.114 6.355
C 1.482 -1.636 5.081
C 1.864 -0.810 4.042
C 1.965 -1.577 2.761
O 2.752 -2.546 2.670
O 1.174 -1.059 1.815
H 2.353 2.313 3.506
H 1.840 2.198 5.676
H 1.260 0.654 7.552
H 1.048 -1.814 7.146
H 1.408 -2.692 4.829
*
```

The following is a quantum chemistry calculation of a molecular structure, C14H23N2PSW, from the OMol25 dataset.

Output
orbital gap (spin up / spin down) = 0.2464 / 0.1712 Ha
E = -1462.639613 a.u.
LUMO (spin up / spin down) = -9.07 / -11.10 eV
energy above the lowest of the compared OMol25 structures with the same formula, charge and spin = 0.0 kJ/mol

Structure (ORCA input):
```
! wB97M-V def2-TZVPD RIJCOSX def2/J DEFGRID3
* xyz 2 3
C -2.783 0.222 -2.680
C -2.567 -0.997 -2.039
C -1.795 -1.066 -0.868
C -1.234 0.109 -0.344
C -1.490 1.346 -0.970
C -2.291 1.402 -2.113
C -1.644 -2.375 -0.126
C -0.230 -2.943 0.074
N 0.819 -1.881 0.239
W 0.102 -0.068 1.354
C -0.819 2.561 -0.397
P 0.765 1.936 0.419
H -3.024 -1.924 -2.398
H -2.474 2.382 -2.559
H -3.377 0.258 -3.598
H -1.425 3.075 0.367
H -0.515 3.298 -1.156
H -2.150 -2.343 0.862
H -2.158 -3.143 -0.718
H -0.187 -3.604 0.956
C 1.469 3.340 1.302
C 1.730 1.988 -1.130
H 0.094 -3.558 -0.784
C 1.364 -1.557 -1.114
C 1.946 -2.467 1.024
H -0.563 1.223 2.190
H 1.765 -2.497 -1.522
H 0.585 -1.164 -1.774
H 2.168 -0.820 -1.028
H 2.498 -3.187 0.391
H 2.596 -1.649 1.348
H 1.545 -2.950 1.923
H 1.736 3.030 -1.474
H 2.759 1.647 -0.982
H 1.266 1.386 -1.918
H 1.579 4.183 0.602
H 0.823 3.625 2.146
H 2.464 3.038 1.665
H 1.686 0.554 1.614
S -1.229 -0.533 3.217
C -0.252 -0.117 4.561
N 0.445 0.238 5.440
*
```

The following is a quantum chemistry calculation of 2 unconnected molecules or ions with the total composition C14H23N5O4, from the OMol25 dataset.

Output
orbital gap = 0.3526 Ha
E = -1122.046018 a.u.
LUMO = 0.34 eV
structure (SMILES) = CNC(=O)[C@H](CO)NC(C)=O.O=C(c1cn[nH]c1)N1CCCC1
energy above the lowest of the compared OMol25 structures with the same formula, charge and spin = 30.0 kJ/mol

Structure (ORCA input):
```
! wB97M-V def2-TZVPD RIJCOSX def2/J DEFGRID3
* xyz 0 1
O 4.502 -1.208 -1.042
O -6.795 -2.614 0.176
O -3.781 1.660 -1.455
N 0.807 -1.310 0.747
O -2.125 -1.301 -0.047
C 4.327 -0.577 -0.007
C -6.305 -1.498 0.166
C -4.105 0.489 -1.301
C 1.889 -1.363 -0.006
C 3.011 -0.701 0.636
C 2.529 -0.276 1.843
N 1.199 -0.660 1.879
N -4.407 -0.306 -2.338
N 5.361 0.250 0.441
N -4.982 -1.344 0.188
C -7.205 -0.279 0.126
C -4.373 0.113 -3.739
C 5.306 1.114 1.612
C 6.549 0.495 -0.371
C 6.625 1.878 1.585
C 7.048 1.845 0.124
C -2.817 -0.315 0.696
C -4.221 -0.084 0.121
H -1.181 -1.285 0.183
H 1.928 -1.827 -0.988
H 3.060 0.254 2.626
H 0.586 -0.495 2.681
H -4.636 -1.267 -2.130
H -4.440 -2.195 0.221
H -7.046 0.319 1.021
H -6.991 0.309 -0.763
H -8.242 -0.612 0.097
H -3.337 0.168 -4.080
H -4.828 1.100 -3.843
H -4.919 -0.600 -4.359
H 5.220 0.540 2.540
H 4.467 1.813 1.533
H 7.294 -0.289 -0.196
H 6.328 0.538 -1.443
H 7.368 1.358 2.199
H 6.516 2.900 1.960
H 6.552 2.650 -0.427
H 8.130 1.953 0.003
H -2.258 0.622 0.660
H -2.898 -0.635 1.735
H -4.710 0.670 0.736
*
```

The following is a quantum chemistry calculation of a molecular structure, C14H23O3Si2Ta, from the OMol25 dataset.

Output
orbital gap (spin up / spin down) = 0.2454 / 0.2454 Ha
E = -1408.311622 a.u.
LUMO (spin up / spin down) = -8.98 / -8.99 eV
energy above the lowest of the compared OMol25 structures with the same formula, charge and spin = 115.9 kJ/mol

Structure (ORCA input):
```
! wB97M-V def2-TZVPD RIJCOSX def2/J DEFGRID3
* xyz 2 1
Ta -0.732 1.299 -0.956
C -2.845 -1.398 -1.971
Si -1.354 -1.348 -0.868
C -1.590 -1.959 0.856
C 0.236 -1.829 -1.706
C 0.156 -3.048 -2.394
C 1.274 -3.597 -3.006
C 2.485 -2.925 -2.967
C 2.579 -1.703 -2.316
C 1.469 -1.145 -1.665
Si 1.875 0.434 -0.766
C 2.531 0.296 0.952
C 2.695 1.709 -1.842
H -3.171 -2.439 -2.070
H -2.624 -1.036 -2.977
H -3.689 -0.842 -1.561
H -1.773 -3.038 0.824
H -2.436 -1.487 1.356
H -0.683 -1.804 1.442
H -0.780 -3.592 -2.459
H 1.195 -4.547 -3.519
H 3.356 -3.346 -3.451
H 3.538 -1.195 -2.320
H 3.553 -0.095 0.917
H 1.939 -0.410 1.537
H 2.562 1.261 1.459
H 3.760 1.455 -1.906
H 2.641 2.717 -1.428
H 2.310 1.712 -2.864
C -2.341 1.629 3.307
C -1.280 2.169 2.359
C -0.189 2.960 3.069
O -0.691 1.083 1.585
C -1.934 3.068 1.336
O -2.510 4.073 1.410
O -1.743 2.461 -0.007
H -1.864 1.003 4.063
H -3.087 1.041 2.774
H -2.841 2.453 3.815
H 0.247 2.351 3.862
H -0.611 3.855 3.524
H 0.599 3.260 2.376
H -0.233 0.491 2.196
*
```

The following is a quantum chemistry calculation of a molecular structure, C14H24BCl12F10HgNO4S2, from the OMol25 dataset.

Output
orbital gap = 0.0822 Ha
E = -8399.015719 a.u.
LUMO = -7.85 eV

Structure (ORCA input):
```
! wB97M-V def2-TZVPD RIJCOSX def2/J DEFGRID3
* xyz 0 1
Hg -0.197 -3.302 0.926
B -6.808 -2.255 2.195
F -7.908 -1.784 1.623
F -6.551 -3.523 1.702
F -5.772 -1.383 1.807
F -6.966 -2.368 3.545
C 1.595 0.309 -0.292
F 2.415 0.896 -1.191
F 2.287 -0.600 0.509
F 1.153 1.272 0.514
S 0.143 -0.673 -1.078
O -0.643 0.115 -2.072
O 0.614 -1.878 -1.715
N -0.793 -1.254 0.317
S -1.929 -0.184 0.524
O -1.580 1.165 0.289
O -3.217 -0.647 -0.062
C -2.220 -0.290 2.418
F -1.086 -0.334 3.084
F -2.910 0.784 2.831
F -2.932 -1.387 2.689
Cl 3.259 1.542 3.456
C 3.105 -0.087 4.096
C 4.432 -0.669 4.524
Cl 4.858 -0.095 6.088
H 2.480 -0.581 3.351
H 2.510 -0.093 5.009
H 5.287 -0.395 3.906
H 4.483 -1.757 4.471
Cl 2.915 -3.165 -3.224
C 1.469 -3.000 -4.421
C 1.803 -3.319 -5.888
Cl 3.029 -4.633 -5.929
H 1.116 -1.970 -4.371
H 0.594 -3.507 -4.013
H 2.249 -2.454 -6.378
H 0.956 -3.579 -6.522
Cl -2.769 2.719 -4.617
C -2.369 3.930 -3.400
C -1.552 3.408 -2.219
Cl 0.180 3.296 -2.794
H -3.299 4.326 -2.992
H -1.819 4.770 -3.824
H -1.937 2.444 -1.885
H -1.572 4.113 -1.388
Cl -2.165 2.584 7.337
C -1.557 0.933 7.654
C -1.335 0.133 6.358
Cl 0.006 0.837 5.430
H -2.267 0.481 8.348
H -0.593 1.018 8.155
H -2.252 -0.071 5.804
H -1.106 -0.884 6.678
Cl -3.589 -2.974 -5.280
C -2.191 -1.890 -5.028
C -2.702 -0.460 -4.592
Cl -3.867 -0.383 -3.153
H -1.674 -1.849 -5.987
H -1.570 -2.411 -4.300
H -3.245 -0.004 -5.420
H -1.793 0.059 -4.289
Cl 4.275 4.173 -0.999
C 5.453 3.009 -1.552
C 6.046 2.081 -0.416
Cl 6.990 3.005 0.789
H 6.177 3.511 -2.193
H 4.834 2.320 -2.128
H 6.737 1.384 -0.892
H 5.285 1.474 0.075
*
```

The following is a quantum chemistry calculation of 2 unconnected molecules or ions with the total composition C14H24BF8N2O2S, from the OMol25 dataset.

Output
orbital gap = 0.2228 Ha
E = -2029.887596 a.u.
LUMO = 1.99 eV
energy above the lowest of the compared OMol25 structures with the same formula, charge and spin = 38.6 kJ/mol

Structure (ORCA input):
```
! wB97M-V def2-TZVPD RIJCOSX def2/J DEFGRID3
* xyz -1 1
C 1.292 -1.355 -2.274
C 2.443 -0.775 -2.080
C 2.871 -0.392 -0.691
B 3.469 1.135 -0.481
S 4.800 1.481 -1.858
C 4.193 1.195 1.001
C 3.220 0.987 2.176
C 3.628 1.878 3.389
C 2.331 2.337 -0.535
C 0.906 1.872 -0.716
O 0.016 2.955 -0.255
C -1.320 2.595 -0.392
C -1.989 2.257 0.950
F -2.542 3.413 1.423
F -1.152 1.852 1.882
C -3.190 1.295 0.829
F -3.778 1.220 2.019
F -4.065 1.861 -0.005
C -2.824 -0.165 0.398
F -3.271 -1.006 1.322
F -1.516 -0.359 0.319
C -3.417 -0.628 -0.934
F -4.763 -0.559 -0.966
F -2.906 0.029 -1.971
H 0.538 -1.323 -1.503
H 1.101 -1.907 -3.182
H 3.100 -0.596 -2.912
H 2.076 -0.640 0.012
H 3.695 -1.073 -0.443
H 5.272 0.253 -2.150
H 4.954 0.411 1.028
H 4.660 2.177 1.079
H 3.184 -0.047 2.506
H 2.194 1.275 1.935
H 2.960 2.729 3.493
H 4.635 2.258 3.270
H 3.584 1.297 4.311
H 2.353 2.983 0.344
H 2.569 2.976 -1.389
H 0.687 1.752 -1.776
H 0.648 1.001 -0.120
H -1.424 1.727 -1.048
H -1.872 3.428 -0.819
H -3.141 -1.679 -1.043
C -3.812 -4.784 -0.511
O -2.727 -4.236 -0.497
N -3.962 -6.127 -0.293
N -4.969 -4.098 -0.747
H -4.846 -6.596 -0.301
H -3.128 -6.656 -0.117
H -4.886 -3.111 -0.911
H -5.879 -4.517 -0.768
*
```

The following is a quantum chemistry calculation of a molecular structure, C14H24FMnO8, from the OMol25 dataset.

Output
orbital gap (spin up / spin down) = 0.1951 / 0.2171 Ha
E = -2400.705463 a.u.
LUMO (spin up / spin down) = 2.55 / 2.55 eV
energy above the lowest of the compared OMol25 structures with the same formula, charge and spin = 0.0 kJ/mol

Structure (ORCA input):
```
! wB97M-V def2-TZVPD RIJCOSX def2/J DEFGRID3
* xyz -1 6
Mn 0.899 -0.747 1.160
F 1.290 -1.587 2.956
C -1.969 0.830 2.101
O -0.831 0.219 1.745
H -1.828 1.903 2.362
H -2.748 0.812 1.295
H -2.444 0.338 2.981
C 3.151 -1.565 -0.854
O 2.620 -1.653 0.389
H 3.928 -0.761 -0.940
H 3.641 -2.516 -1.154
H 2.416 -1.316 -1.655
O -0.441 -2.518 0.187
C -1.490 -2.583 -0.355
O -1.622 -2.900 -1.684
C -3.006 -2.952 -2.000
C -3.661 -1.951 -1.052
C -2.816 -2.110 0.208
H -3.377 -3.975 -1.883
H -3.159 -2.677 -3.045
H -4.729 -2.178 -0.963
H -3.629 -0.958 -1.502
H -3.239 -2.888 0.842
H -2.622 -1.178 0.732
O 0.294 0.101 -0.888
C -0.027 0.055 -2.032
O -1.314 0.245 -2.400
C -1.457 0.115 -3.808
C -0.056 0.295 -4.399
C 0.840 -0.164 -3.268
H -2.145 0.882 -4.153
H -1.827 -0.884 -4.055
H 0.145 1.325 -4.705
H 0.107 -0.276 -5.316
H 1.751 0.401 -3.109
H 1.017 -1.239 -3.295
O 2.077 1.209 1.443
C 2.295 1.888 2.390
O 3.488 1.889 3.043
C 3.431 2.796 4.128
C 2.251 3.742 3.868
C 1.325 2.826 3.085
H 4.387 3.297 4.311
H 3.303 2.227 5.061
H 2.563 4.620 3.298
H 1.866 4.106 4.822
H 0.635 3.267 2.373
H 0.719 2.187 3.738
*
```

The following is a quantum chemistry calculation of a molecular structure, C14H24GeN2OSe4TeTi, from the OMol25 dataset.

Output
orbital gap (spin up / spin down) = 0.2151 / 0.1887 Ha
E = -13532.857173 a.u.
LUMO (spin up / spin down) = 1.74 / 0.97 eV
energy above the lowest of the compared OMol25 structures with the same formula, charge and spin = 169.4 kJ/mol

Structure (ORCA input):
```
! wB97M-V def2-TZVPD RIJCOSX def2/J DEFGRID3
* xyz -1 2
Ti 0.191 -0.106 -0.186
Se -0.129 -0.036 -2.468
Se 2.336 -1.197 0.740
Te 1.401 -2.783 -0.953
Se 0.057 -4.422 0.248
Se 1.046 3.949 2.524
C 0.932 2.561 1.404
N 0.848 1.677 0.645
C -3.553 3.657 3.815
C -4.264 2.467 3.178
C -3.905 2.276 1.702
C -2.448 1.884 1.479
Ge -1.917 1.516 -0.411
C -1.554 3.256 -1.278
C -2.651 4.318 -1.200
C -3.999 3.888 -1.777
C -3.909 3.404 -3.219
H -3.854 3.792 4.856
H -3.789 4.578 3.276
H -2.470 3.536 3.793
H -5.347 2.593 3.276
H -4.007 1.553 3.725
H -4.131 3.206 1.168
H -4.562 1.515 1.267
H -2.222 0.989 2.072
H -1.771 2.663 1.839
H -3.213 0.891 -1.042
H -1.273 3.055 -2.314
H -0.651 3.627 -0.787
H -2.318 5.219 -1.731
H -2.786 4.620 -0.157
H -4.696 4.730 -1.717
H -4.424 3.091 -1.159
H -3.425 4.152 -3.854
H -4.899 3.203 -3.635
H -3.327 2.484 -3.292
O -1.052 -1.296 0.768
N -2.175 -1.936 0.546
C -2.745 -2.542 1.600
C -3.903 -3.260 1.432
C -4.462 -3.368 0.167
C -3.836 -2.750 -0.900
C -2.677 -2.034 -0.694
H -2.209 -2.415 2.527
H -4.348 -3.740 2.291
H -5.369 -3.937 0.017
H -4.226 -2.817 -1.905
H -2.105 -1.518 -1.458
*
```

The following is a quantum chemistry calculation of a single C14H24N4OS molecule, from the OMol25 dataset.

Output
orbital gap = 0.3371 Ha
E = -1240.347618 a.u.
LUMO = 0.57 eV
structure (SMILES) = CCn1c(SCC(=O)NC2CCCC2)nnc1C(C)C
energy above the lowest of the compared OMol25 structures with the same formula, charge and spin = 3.3 kJ/mol

Structure (ORCA input):
```
! wB97M-V def2-TZVPD RIJCOSX def2/J DEFGRID3
* xyz 0 1
C 2.459 1.315 -2.284
H 3.025 1.927 -2.981
H 1.410 1.589 -2.355
H 2.568 0.270 -2.563
C 2.968 1.552 -0.865
N 2.254 0.748 0.093
C 0.998 1.027 0.551
N 0.591 0.098 1.376
N 1.575 -0.811 1.469
C 2.566 -0.439 0.710
C 3.829 -1.226 0.622
C 4.994 -0.486 1.286
H 5.261 0.417 0.742
H 5.866 -1.133 1.320
H 4.730 -0.209 2.304
C 4.170 -1.647 -0.809
H 4.491 -0.803 -1.412
H 4.979 -2.374 -0.789
H 3.307 -2.111 -1.283
H 3.625 -2.129 1.207
S 0.126 2.457 0.089
C -1.267 2.390 1.260
H -0.871 2.051 2.216
H -1.626 3.417 1.327
C -2.402 1.494 0.754
O -3.392 1.972 0.240
N -2.170 0.191 0.967
C -3.046 -0.882 0.535
C -3.184 -0.955 -1.000
H -3.009 0.038 -1.415
H -2.470 -1.649 -1.443
C -4.637 -1.352 -1.240
H -4.767 -2.424 -1.082
H -4.973 -1.105 -2.246
C -5.373 -0.565 -0.161
H -6.390 -0.918 0.003
H -5.401 0.489 -0.436
C -4.488 -0.741 1.073
H -4.568 0.106 1.751
H -4.766 -1.644 1.617
H -2.593 -1.800 0.917
H -1.249 -0.066 1.325
H 4.031 1.320 -0.794
H 2.818 2.602 -0.593
*
```

The following is a quantum chemistry calculation of a molecular structure, C14H24N7NaO5S5, from the OMol25 dataset.

Output
orbital gap = 0.0898 Ha
E = -3460.473662 a.u.
LUMO = 2.50 eV
energy above the lowest of the compared OMol25 structures with the same formula, charge and spin = 16.7 kJ/mol

Structure (ORCA input):
```
! wB97M-V def2-TZVPD RIJCOSX def2/J DEFGRID3
* xyz -2 1
Na 9.642 13.402 14.262
O 10.166 13.506 16.328
N 9.373 13.716 17.356
C 9.351 12.931 18.458
C 8.726 13.324 19.602
C 7.832 14.441 19.525
C 7.835 15.242 18.406
C 8.539 14.843 17.211
S 8.535 15.639 15.742
H 10.066 12.121 18.405
H 9.011 12.862 20.568
H 7.182 14.635 20.403
H 7.292 16.224 18.400
S 4.615 9.227 14.631
C 5.572 10.578 14.333
S 5.628 12.193 14.524
S 6.654 9.456 13.624
N 11.469 12.285 13.028
C 11.302 12.569 11.610
C 12.561 12.239 10.827
C 12.454 11.188 9.676
C 12.486 11.716 8.218
N 11.664 12.887 8.188
C 11.886 13.800 7.299
N 12.924 13.805 6.443
N 11.068 14.868 7.289
C 10.587 13.834 11.292
O 10.248 14.003 10.081
O 10.378 14.640 12.229
H 12.369 12.653 13.358
H 11.540 11.263 13.165
H 10.593 11.809 11.242
H 13.412 11.945 11.519
H 13.020 13.186 10.404
H 11.559 10.659 9.726
H 13.272 10.473 9.799
H 12.061 10.902 7.584
H 13.590 11.901 8.059
H 10.946 13.195 8.988
H 13.430 13.034 6.053
H 12.881 14.507 5.698
H 10.290 14.857 7.911
H 10.987 15.411 6.403
O 7.940 10.462 13.337
O 8.612 11.001 14.566
C 11.872 7.031 17.083
N 11.778 7.079 15.631
C 11.493 8.214 14.938
N 10.694 9.179 15.481
S 12.084 8.472 13.327
H 12.601 7.802 17.392
H 12.204 6.082 17.389
H 10.901 7.264 17.510
H 12.368 6.436 15.037
H 10.201 9.120 16.385
H 10.166 9.852 14.806
*
```